No. 1
# C45H46BaN4O3S4

A molecular structure, C45H46BaN4O3S4 (ωB97M-V/def2-TZVPD, OMol25).

```
103
Properties=species:S:1:pos:R:3:lowdin_charge:R:1
Ba 0.75 -1.18 -0.19 1.412
S -1.71 -2.45 -2.27 0.400
C -3.00 -2.92 -1.24 -0.785
C -3.68 -4.12 -1.54 -0.157
C -4.74 -4.58 -0.78 -0.122
C -5.18 -3.85 0.31 -0.128
C -4.55 -2.66 0.62 -0.147
C -3.48 -2.19 -0.13 -0.555
S -2.75 -0.64 0.37 0.899
C -2.19 -1.17 2.05 -0.398
C -1.34 -0.18 2.77 -0.372
C -1.84 0.47 3.87 -0.039
C -1.00 1.30 4.62 -0.067
C 0.31 1.45 4.18 -0.044
C 0.72 0.83 3.01 -0.380
C 2.07 1.11 2.46 -0.408
S 3.21 -0.36 2.44 0.851
C 2.40 -1.46 3.57 -0.655
C 2.23 -1.01 4.90 -0.219
C 1.80 -1.93 5.87 -0.186
C 1.41 -3.19 5.54 -0.146
C 1.25 -3.61 4.11 -0.363
C 2.02 -2.71 3.15 -0.774
S 2.36 -3.39 1.60 0.306
N -0.08 0.00 2.32 0.055
H -3.33 -4.69 -2.39 0.079
H -5.23 -5.51 -1.04 0.089
H -6.01 -4.20 0.92 0.084
H -4.90 -2.07 1.46 0.094
H -1.64 -2.09 1.88 0.061
H -3.09 -1.38 2.63 0.069
H -2.87 0.32 4.18 0.106
H -1.35 1.78 5.52 0.093
H 1.00 2.08 4.73 0.108
H 2.56 1.89 3.04 0.066
H 2.01 1.40 1.41 0.046
H 2.58 -0.03 5.19 0.057
H 1.82 -1.63 6.91 0.078
H 1.18 -3.92 6.30 0.069
H 1.58 -4.65 3.96 0.108
C 2.19 4.50 -1.86 -0.060
O 2.77 4.48 -3.14 -0.074
C 2.00 4.32 -4.26 -0.229
C 2.55 4.89 -5.41 -0.015
C 1.88 4.87 -6.62 -0.104
C 0.64 4.27 -6.70 -0.114
C 0.09 3.67 -5.58 -0.013
C 0.76 3.66 -4.34 -0.183
N 0.14 3.05 -3.24 0.125
C 0.67 1.95 -2.54 -0.383
N 1.73 1.39 -3.14 0.156
C 2.83 0.60 -2.72 -0.228
C 2.81 -0.26 -1.62 -0.286
C 4.03 -0.91 -1.37 -0.188
C 5.16 -0.74 -2.15 -0.118
C 5.13 0.09 -3.26 -0.065
C 3.96 0.75 -3.55 -0.216
O 3.79 1.58 -4.66 -0.127
C 4.84 1.67 -5.58 -0.110
N 0.19 1.60 -1.39 0.099
C -0.99 2.12 -0.90 -0.251
C -1.05 2.66 0.38 -0.028
C -2.24 3.10 0.93 -0.101
C -3.41 3.01 0.20 -0.114
C -3.40 2.45 -1.07 -0.055
C -2.21 2.01 -1.62 -0.271
O -2.14 1.47 -2.88 -0.128
C -3.22 0.66 -3.30 -0.092
H 2.83 5.14 -1.25 0.091
H 2.16 3.51 -1.41 0.085
H 1.18 4.92 -1.88 0.097
H 3.51 5.36 -5.31 0.116
H 2.33 5.33 -7.49 0.093
H 0.09 4.25 -7.63 0.093
H -0.87 3.18 -5.63 0.114
H -0.87 3.00 -3.31 0.118
H 1.94 1.82 -4.04 0.117
H 4.09 -1.58 -0.52 0.051
H 6.08 -1.26 -1.90 0.089
H 6.01 0.20 -3.88 0.088
H 4.46 2.27 -6.41 0.083
H 5.13 0.68 -5.95 0.091
H 5.71 2.17 -5.16 0.092
H -0.13 2.71 0.95 0.104
H -2.25 3.52 1.92 0.098
H -4.35 3.35 0.63 0.093
H -4.32 2.36 -1.63 0.109
H -2.81 -0.05 -4.02 0.075
H -4.00 1.26 -3.78 0.084
H -3.64 0.10 -2.47 0.076
C -2.32 -4.95 3.45 -0.087
C -1.23 -4.45 4.39 -0.421
C -1.88 -3.69 5.55 -0.090
C -0.24 -3.55 3.65 -0.171
H -3.02 -5.59 3.98 0.064
H -1.88 -5.54 2.63 0.077
H -2.87 -4.12 3.01 0.061
H -0.70 -5.32 4.80 0.129
H -2.48 -2.86 5.16 0.068
H -1.12 -3.28 6.21 0.058
H -2.54 -4.35 6.13 0.063
H -0.24 -3.82 2.59 0.079
H -0.55 -2.51 3.75 0.102
```

Its total charge is -2. The orbital gap (alpha / beta) comes out at 0.10256 / 0.10244 Ha. The highest occupied orbital energy (alpha / beta) is 0.90 / 0.90 eV.



No. 2
# C45H46Br2CdN7O

A molecular structure, C45H46Br2CdN7O (ωB97M-V/def2-TZVPD, OMol25).

```
102
Properties=species:S:1:pos:R:3:lowdin_charge:R:1
Cd 0.04 0.22 -0.67 1.453
C -1.90 -0.24 1.78 -0.134
N -0.62 -0.82 1.31 -0.157
C -0.74 -2.26 0.99 -0.217
C -0.65 -2.82 -1.56 -0.205
C -0.36 -3.99 -2.23 0.010
C 0.30 -3.93 -3.45 -0.025
C 0.63 -2.70 -3.99 -0.034
C 0.34 -1.57 -3.25 -0.131
N -0.26 -1.63 -2.06 0.033
C 0.40 -0.53 2.38 -0.104
C 1.73 0.00 1.90 -0.306
C 2.93 -0.56 2.30 -0.022
C 4.11 0.05 1.90 -0.043
C 4.04 1.20 1.12 -0.039
C 2.79 1.67 0.76 -0.121
N 1.65 1.09 1.13 0.057
C -2.08 1.22 1.39 -0.267
C -2.98 2.01 2.08 -0.007
C -3.18 3.32 1.67 -0.037
C -2.46 3.82 0.59 -0.041
C -1.56 2.97 -0.03 -0.113
N -1.39 1.71 0.35 0.012
H -1.97 -0.33 2.86 0.131
H -2.73 -0.80 1.36 0.118
H -1.22 -2.75 1.84 0.159
H 1.25 -2.18 0.37 0.082
H -0.67 -4.94 -1.82 0.111
H 0.54 -4.85 -3.99 0.119
H 1.11 -2.61 -4.96 0.118
H 0.61 -0.58 -3.60 0.110
H 0.54 -1.41 3.01 0.129
H -0.03 0.25 3.00 0.128
H 2.94 -1.45 2.92 0.120
H 5.07 -0.36 2.19 0.117
H 4.94 1.71 0.80 0.115
H 2.69 2.55 0.13 0.117
H -3.52 1.61 2.92 0.123
H -3.89 3.96 2.20 0.118
H -2.58 4.84 0.25 0.114
H -0.95 3.31 -0.86 0.117
C -1.51 -7.65 0.52 -0.045
C -2.16 -6.40 1.16 -0.547
C -2.05 -6.49 2.69 -0.037
C -3.64 -6.40 0.77 -0.065
C -1.43 -5.13 0.68 -0.186
C 0.03 -5.15 0.85 -0.038
C 0.89 -4.12 0.86 -0.109
N 0.60 -2.77 0.89 0.039
C -1.58 -2.76 -0.31 -0.179
C -2.11 -4.10 0.16 -0.022
C -2.77 -1.95 -0.89 -0.211
C -3.82 -2.61 -1.54 0.051
C -4.81 -1.89 -2.18 -0.139
C -4.71 -0.50 -2.15 0.008
C -3.62 0.08 -1.52 -0.097
N -2.67 -0.63 -0.92 0.055
C -5.94 -2.57 -2.96 -0.555
C -5.63 -2.42 -4.46 -0.032
C -6.03 -4.06 -2.62 -0.061
C -7.28 -1.91 -2.64 -0.044
H -2.21 -8.48 0.55 0.087
H -0.61 -7.96 1.06 0.080
H -1.24 -7.48 -0.53 0.090
H -2.40 -7.46 3.04 0.092
H -2.65 -5.71 3.17 0.089
H -1.01 -6.37 3.02 0.082
H -4.10 -7.32 1.13 0.091
H -3.78 -6.36 -0.31 0.092
H -4.19 -5.57 1.22 0.084
H 0.50 -6.12 0.99 0.106
H 1.95 -4.33 0.91 0.122
H -3.19 -4.17 0.18 0.087
H -3.84 -3.69 -1.56 0.101
H -5.44 0.14 -2.62 0.116
H -3.50 1.16 -1.51 0.109
H -4.64 -2.81 -4.70 0.091
H -5.67 -1.37 -4.76 0.087
H -6.37 -2.97 -5.05 0.092
H -5.15 -4.62 -2.97 0.086
H -6.90 -4.49 -3.12 0.091
H -6.14 -4.23 -1.55 0.093
H -7.31 -0.86 -2.93 0.075
H -7.51 -1.98 -1.57 0.096
H -8.08 -2.42 -3.19 0.091
Br 2.05 3.77 -3.67 0.770
C 2.86 2.07 -3.52 -0.607
C 4.00 1.81 -4.29 -0.171
C 4.62 0.60 -4.20 -0.635
Br 6.14 0.28 -5.28 0.786
C 4.14 -0.39 -3.31 -0.184
C 4.74 -1.67 -3.15 -0.026
C 4.23 -2.55 -2.25 -0.037
C 3.10 -2.17 -1.50 -0.144
N 2.49 -1.01 -1.63 0.078
C 2.99 -0.11 -2.53 -0.170
C 2.30 1.14 -2.65 -0.476
O 1.24 1.40 -1.96 -0.281
H 4.38 2.57 -4.96 0.099
H 5.61 -1.92 -3.75 0.080
H 4.67 -3.52 -2.10 0.109
H 2.71 -2.86 -0.75 0.086
```

Its total charge is +1. The orbital gap comes out at 0.27083 Ha. The highest occupied orbital energy is -9.46 eV.



Largest force on an atom across the listed records, respectively: 1.3, 0.5 eV Å⁻¹.
ΔE to the lowest compared entry with this formula, charge and spin across the listed records, respectively: 16.1, 0.0 kcal/mol.